(1)
Formula: C3H7FNO
Source: OMol25
Level of theory: ωB97M-V/def2-TZVPD

Positions of all 13 atoms, in Å:
C (-0.406, -0.259, 1.291)
N (0.198, -0.148, -0.028)
C (-0.705, -0.156, -1.178)
F (0.917, -1.343, -0.082)
C (1.223, 0.879, -0.083)
O (2.260, 0.655, 0.376)
H (-0.930, -1.267, 1.203)
H (0.530, -0.160, 1.984)
H (-1.144, 0.574, 1.485)
H (-1.424, 0.600, -0.860)
H (-0.233, -0.032, -2.148)
H (-1.246, -1.119, -1.204)
H (0.959, 1.776, -0.756)

Values from the calculation:
Relative energy (zero: lowest compared OMol25 entry of this formula, charge and spin): 81.1 kcal/mol
Frontier orbital gap: 11.828 eV
Structure (SMILES): C[N+](C)(F)C=O
Net charge: +1



(2)
Formula: C3H7FNO
Source: OMol25
Level of theory: ωB97M-V/def2-TZVPD

Positions of all 13 atoms, in Å:
C (-0.954, 0.996, 0.505)
C (-0.858, -1.300, -0.858)
C (1.474, 0.542, 0.099)
N (0.180, 0.081, 0.492)
O (-1.001, 1.908, -0.239)
F (0.219, -0.716, 1.600)
H (-1.716, 0.672, 1.228)
H (-1.245, -0.599, -1.578)
H (0.024, -1.862, -1.143)
H (-1.528, -1.758, -0.147)
H (1.373, 1.142, -0.807)
H (1.871, 1.183, 0.898)
H (2.161, -0.290, -0.049)

Values from the calculation:
Spin multiplicity: 3
Relative energy (zero: lowest compared OMol25 entry of this formula, charge and spin): 65.4 kcal/mol
Frontier orbital gap (spin up / spin down): 7.926 / 7.714 eV
⟨S²⟩: 2.018
Net charge: +1



(3)
Formula: C3H7FO
Source: OMol25
Level of theory: ωB97M-V/def2-TZVPD

Positions of all 12 atoms, in Å:
C (-0.728, -0.834, -0.004)
C (0.000, 0.542, -0.028)
C (1.293, 0.208, 0.202)
H (-2.149, 1.041, -0.758)
H (-0.658, -1.222, 0.905)
H (-0.081, -1.409, -0.778)
H (-0.576, 1.289, 0.817)
H (-0.146, 1.219, -1.046)
H (1.388, 0.084, 1.217)
H (2.084, 0.856, -0.439)
O (-2.208, -0.682, 0.051)
F (1.780, -1.092, -0.139)

Values from the calculation:
Relative energy (zero: lowest compared OMol25 entry of this formula, charge and spin): 176.9 kcal/mol
Frontier orbital gap: 8.215 eV



(4)
Formula: C3H7FO
Source: OMol25
Level of theory: ωB97M-V/def2-TZVPD

Positions of all 12 atoms, in Å:
C (-0.882, -0.391, -0.634)
C (-0.353, 0.237, 0.582)
O (-0.181, 1.710, 0.076)
C (1.052, -0.455, 0.520)
F (1.705, 0.463, -0.515)
H (0.113, -0.603, -1.376)
H (-1.454, -1.464, -0.185)
H (-1.680, 0.276, -0.913)
H (-0.862, 0.201, 1.567)
H (0.235, 1.727, -0.720)
H (1.327, -0.108, 1.657)
H (0.981, -1.593, -0.059)

Values from the calculation:
Relative energy (zero: lowest compared OMol25 entry of this formula, charge and spin): 96.0 kcal/mol
Frontier orbital gap: 11.032 eV
Structure (SMILES): C[C@H](O)CF



(5)
Formula: C3H7FO3
Source: OMol25
Level of theory: ωB97M-V/def2-TZVPD

Positions of all 14 atoms, in Å:
C (1.182, -2.279, 0.263)
O (-0.187, -2.515, 0.368)
C (-0.812, -2.186, -0.675)
O (-0.501, -1.705, -1.715)
F (-2.153, -2.553, -0.558)
H (1.435, -1.529, 1.101)
H (1.404, -1.831, -0.702)
H (1.621, -3.235, 0.480)
C (-1.289, 1.754, 0.110)
O (-0.323, 0.733, 0.068)
H (-0.693, 2.630, 0.411)
H (-1.883, 1.402, 0.922)
H (-1.866, 1.892, -0.838)
H (-0.099, 0.563, -0.800)

Values from the calculation:
Relative energy (zero: lowest compared OMol25 entry of this formula, charge and spin): 22.1 kcal/mol
Frontier orbital gap: 11.227 eV
Structure (SMILES): COC(=O)F.CO



(6)
Formula: C3H7FSi
Source: OMol25
Level of theory: ωB97M-V/def2-TZVPD

Positions of all 12 atoms, in Å:
C (-1.873, 0.630, 0.375)
C (-1.307, -0.495, -0.012)
Si (0.442, -0.941, -0.127)
C (1.591, 0.592, -0.142)
F (2.886, 0.275, -0.089)
H (-2.900, 0.805, 0.484)
H (-1.221, 1.523, 0.683)
H (-1.799, -1.438, -0.289)
H (0.533, -1.868, -1.628)
H (0.718, -1.531, 1.156)
H (1.474, 1.129, -1.031)
H (1.457, 1.320, 0.620)

Values from the calculation:
Relative energy (zero: lowest compared OMol25 entry of this formula, charge and spin): 10.6 kcal/mol
Frontier orbital gap: 11.259 eV
Structure (SMILES): C=C[SiH2]CF



(7)
Formula: C3H7IN
Source: OMol25
Level of theory: ωB97M-V/def2-TZVPD

Positions of all 12 atoms, in Å:
N (0.406, -1.368, -0.002)
C (0.721, 0.118, -0.021)
I (3.111, 0.287, 0.092)
C (-0.282, 1.044, -0.736)
C (-0.222, 1.022, 0.767)
H (-0.195, -1.560, -0.762)
H (0.044, -1.587, 0.894)
H (1.258, -1.978, -0.151)
H (-0.955, 0.555, -1.442)
H (0.208, 1.992, -1.246)
H (0.220, 1.755, 1.404)
H (-0.972, 0.544, 1.228)

Values from the calculation:
Relative energy (zero: lowest compared OMol25 entry of this formula, charge and spin): 55.4 kcal/mol
Frontier orbital gap: 8.849 eV
Structure (SMILES): [NH3+]C1(I)CC1
Net charge: +1



(8)
Formula: C3H7IN2
Source: OMol25
Level of theory: ωB97M-V/def2-TZVPD

Positions of all 13 atoms, in Å:
C (-0.607, -2.494, 0.793)
C (-0.908, 2.401, -0.445)
C (-0.362, 1.182, -0.049)
N (-1.027, -1.701, -0.080)
N (-1.522, -1.085, -0.867)
I (4.522, -0.076, 0.369)
H (0.331, -2.262, 1.222)
H (-0.993, -3.439, 0.986)
H (3.481, 0.414, -0.762)
H (-0.773, 2.887, -1.387)
H (-1.750, 2.879, 0.109)
H (-0.767, 0.700, 0.780)
H (0.376, 0.596, -0.670)

Values from the calculation:
Relative energy (zero: lowest compared OMol25 entry of this formula, charge and spin): 87.1 kcal/mol
Frontier orbital gap: 9.197 eV



(9)
Formula: C3H7IN2
Source: OMol25
Level of theory: ωB97M-V/def2-TZVPD

Positions of all 13 atoms, in Å:
C (0.906, 0.820, -0.778)
C (0.125, -0.970, 0.775)
C (0.504, -0.603, -0.527)
N (-2.218, 0.907, 0.604)
N (-1.953, 0.139, 1.445)
I (2.530, -1.914, -0.889)
H (1.513, 1.203, 0.039)
H (1.459, 0.925, -1.708)
H (-0.001, 1.425, -0.853)
H (-0.339, -1.924, 0.953)
H (0.584, -0.491, 1.622)
H (-0.072, -1.049, -1.331)
H (-3.039, 1.534, 0.648)

Values from the calculation:
Relative energy (zero: lowest compared OMol25 entry of this formula, charge and spin): 79.7 kcal/mol
Frontier orbital gap (spin up / spin down): 7.650 / 7.670 eV



(10)
Formula: C3H7IN2Si
Source: OMol25
Level of theory: ωB97M-V/def2-TZVPD

Positions of all 14 atoms, in Å:
C (0.018, 0.395, 1.796)
C (0.049, -1.051, 1.574)
C (-0.857, 0.821, -1.979)
N (0.185, 1.281, 0.897)
N (0.451, -1.120, 0.164)
Si (0.345, 0.436, -0.625)
I (2.694, 0.694, -1.467)
H (0.068, 0.863, 2.779)
H (0.666, -1.523, 2.392)
H (-1.056, -1.466, 1.645)
H (-0.809, 0.086, -2.680)
H (-1.839, 0.886, -1.615)
H (-0.740, 1.740, -2.661)
H (0.825, -2.043, -0.218)

Values from the calculation:
Relative energy (zero: lowest compared OMol25 entry of this formula, charge and spin): 4.9 kcal/mol
Frontier orbital gap: 9.645 eV



(11)
Formula: C3H7IN2Si
Source: OMol25
Level of theory: ωB97M-V/def2-TZVPD

Positions of all 14 atoms, in Å:
H (-2.093, -0.686, 0.214)
N (-2.452, 0.247, -0.055)
C (-1.877, 1.381, -0.180)
C (-0.448, 1.724, 0.079)
N (0.704, 0.919, 0.004)
Si (1.542, -0.454, -0.034)
C (1.030, -2.242, 0.010)
I (4.012, -0.070, -0.041)
H (-2.482, 2.152, -0.329)
H (-0.389, 2.343, 0.963)
H (-0.195, 2.484, -0.791)
H (0.745, -2.679, -0.882)
H (1.848, -2.839, 0.414)
H (0.055, -2.280, 0.628)

Values from the calculation:
Relative energy (zero: lowest compared OMol25 entry of this formula, charge and spin): 70.8 kcal/mol
Frontier orbital gap: 8.695 eV
Structure (SMILES): [H]/N=C\C/N=[Si](\C)I



(12)
Formula: C3H7IN3
Source: OMol25
Level of theory: ωB97M-V/def2-TZVPD

Positions of all 14 atoms, in Å:
C (0.580, 0.101, 0.301)
C (4.009, -1.503, 1.310)
C (-1.798, 0.959, -0.029)
N (3.217, -0.800, 1.750)
N (-0.565, 0.219, -0.275)
N (-0.848, -0.617, -1.318)
I (0.744, 1.069, 2.174)
H (2.306, -0.052, 2.298)
H (4.564, -2.272, 0.868)
H (-2.653, 0.349, -0.330)
H (-1.887, 1.317, 1.015)
H (-1.787, 1.793, -0.702)
H (-1.176, -0.115, -2.172)
H (-0.045, -1.052, -1.592)

Values from the calculation:
Relative energy (zero: lowest compared OMol25 entry of this formula, charge and spin): 108.2 kcal/mol
Frontier orbital gap: 9.537 eV
Net charge: +1



(13)
Formula: C3H7IN3
Source: OMol25
Level of theory: ωB97M-V/def2-TZVPD

Positions of all 14 atoms, in Å:
C (1.624, -0.595, -0.365)
C (-0.813, -1.056, 0.364)
C (-1.506, 1.232, -0.245)
N (0.273, -0.469, -0.344)
N (2.442, 0.147, 0.214)
N (-0.535, 0.358, 0.472)
I (4.439, 0.170, -0.036)
H (1.925, -1.495, -1.008)
H (-1.673, -1.491, -0.168)
H (-0.802, -1.738, 1.284)
H (-2.535, 0.892, -0.130)
H (-1.421, 2.336, -0.012)
H (-1.292, 0.883, -1.353)
H (-0.126, 0.828, 1.326)

Values from the calculation:
Spin multiplicity: 3
Relative energy (zero: lowest compared OMol25 entry of this formula, charge and spin): 84.1 kcal/mol
Frontier orbital gap (spin up / spin down): 6.475 / 6.519 eV
⟨S²⟩: 2.010
Net charge: +1



(14)
Formula: C3H7INO
Source: OMol25
Level of theory: ωB97M-V/def2-TZVPD

Positions of all 13 atoms, in Å:
I (-0.204, -3.829, 3.185)
C (-1.653, 0.841, 0.457)
C (-0.508, 0.706, -0.556)
O (-0.721, 1.134, -1.632)
N (0.611, 0.127, -0.128)
C (1.772, -0.154, -0.996)
H (-1.505, 0.162, 1.297)
H (-2.490, 0.239, 0.101)
H (-1.938, 1.821, 0.838)
H (0.657, -0.339, 0.767)
H (1.840, -1.241, -0.962)
H (2.571, 0.271, -0.389)
H (1.567, 0.261, -1.983)

Values from the calculation:
Relative energy (zero: lowest compared OMol25 entry of this formula, charge and spin): 23.4 kcal/mol
Frontier orbital gap: 6.806 eV
Net charge: -1



(15)
Formula: C3H7INO
Source: OMol25
Level of theory: ωB97M-V/def2-TZVPD

Positions of all 13 atoms, in Å:
C (-0.826, 0.304, -0.932)
C (-0.560, -1.189, -0.538)
C (1.178, -0.069, 0.289)
N (0.242, 0.980, -0.158)
O (0.660, -1.271, -0.053)
I (3.284, 0.255, 0.086)
H (-0.705, 0.474, -2.031)
H (-1.885, 0.697, -0.670)
H (-0.799, -0.688, 2.110)
H (-1.236, -2.114, -0.770)
H (-0.047, -0.496, 2.421)
H (0.924, 1.763, -0.527)
H (-0.231, 1.353, 0.774)

Values from the calculation:
Relative energy (zero: lowest compared OMol25 entry of this formula, charge and spin): 118.1 kcal/mol
Frontier orbital gap (spin up / spin down): 7.448 / 8.416 eV
Net charge: +1



(16)
Formula: C3H7IO2S
Source: OMol25
Level of theory: ωB97M-V/def2-TZVPD

Positions of all 14 atoms, in Å:
C (1.275, -0.735, -0.585)
C (-1.560, 0.702, 0.325)
C (0.451, -1.353, 0.511)
O (-2.060, -1.698, 1.290)
O (-1.623, -1.506, -1.130)
S (-1.335, -1.099, 0.212)
I (0.596, -3.478, 0.558)
H (0.860, -1.021, -1.551)
H (1.258, 0.352, -0.502)
H (2.312, -1.064, -0.539)
H (-2.625, 0.888, 0.256)
H (-1.185, 1.036, 1.284)
H (-1.045, 1.177, -0.499)
H (0.681, -0.987, 1.508)

Values from the calculation:
Relative energy (zero: lowest compared OMol25 entry of this formula, charge and spin): 0.0 kcal/mol
Frontier orbital gap: 10.036 eV



(17)
Formula: C3H7IO2S
Source: OMol25
Level of theory: ωB97M-V/def2-TZVPD

Positions of all 14 atoms, in Å:
C (0.295, 1.475, -0.867)
C (-1.496, -1.134, 0.535)
C (0.925, 0.676, 0.243)
O (1.009, -1.627, 1.439)
O (0.558, -1.772, -1.004)
S (0.348, -1.105, 0.260)
I (3.023, 0.682, 0.269)
H (0.248, 0.957, -1.846)
H (-0.724, 2.009, -0.726)
H (1.074, 2.199, -0.996)
H (-1.986, -1.575, -0.329)
H (-1.778, -1.781, 1.324)
H (-1.961, -0.100, 0.593)
H (0.464, 1.098, 1.105)

Values from the calculation:
Relative energy (zero: lowest compared OMol25 entry of this formula, charge and spin): 20.6 kcal/mol
Frontier orbital gap: 10.102 eV



(18)
Formula: C3H7KO5S
Source: OMol25
Level of theory: ωB97M-V/def2-TZVPD

Positions of all 17 atoms, in Å:
K (-0.439, 0.577, -1.821)
C (-2.505, -1.099, -4.468)
O (-2.248, 0.082, -3.813)
H (-1.659, -1.394, -5.125)
H (-2.686, -1.963, -3.792)
H (-3.400, -1.020, -5.115)
C (2.243, 0.803, 2.033)
C (1.001, 1.435, 2.700)
O (0.087, 0.365, 2.945)
S (0.413, -0.840, 1.976)
O (-0.119, -0.562, 0.683)
O (0.108, -2.058, 2.599)
O (1.979, -0.606, 1.966)
H (3.160, 1.009, 2.572)
H (2.336, 1.145, 1.002)
H (0.536, 2.160, 2.030)
H (1.195, 1.965, 3.628)

Values from the calculation:
Frontier orbital gap: 5.024 eV



(19)
Formula: C3H7Mg2O3
Source: OMol25
Level of theory: ωB97M-V/def2-TZVPD

Positions of all 15 atoms, in Å:
O (-1.085, 2.170, 0.376)
C (-1.984, 1.208, -0.055)
C (-1.507, -0.196, 0.298)
O (-0.124, -0.277, -0.090)
C (0.468, -1.514, -0.075)
Mg (0.754, 1.671, 0.211)
H (-2.138, 1.252, -1.153)
H (-2.985, 1.329, 0.404)
H (-2.078, -0.971, -0.234)
H (-1.556, -0.379, 1.383)
H (3.462, -1.264, -0.527)
H (-0.166, -2.334, -0.422)
Mg (3.622, 1.379, -0.292)
O (4.134, -0.415, -0.558)
H (1.183, -1.661, 0.735)

Values from the calculation:
Spin multiplicity: 2
Frontier orbital gap (spin up / spin down): 6.782 / 6.773 eV
⟨S²⟩: 0.753